# C4H2Cl2

One molecule with the formula C4H2Cl2 (the ωB97M-V functional and the def2-TZVPD basis, the OMol25 dataset).

- ΔE to the lowest compared entry with this formula, charge and spin: 47.5 kcal/mol
- <S²>: 2.012
- LUMO level (spin up / spin down): 0.70 / -2.96 eV

```
! RIJCOSX wB97M-V def2-TZVPD def2/J DEFGRID3
* xyz 0 3
C -2.2766 0.7481 0.0068
C -1.0974 0.5735 -0.0172
C 1.1250 -0.9841 0.0082
C 0.7068 0.2638 -0.0323
Cl 2.8070 -1.3644 0.0190
Cl 1.5892 1.6963 -0.0555
H -3.3187 0.8995 0.0400
H 0.4647 -1.8327 0.0310
*
```

How positive or negative is each atom? The Mulliken charges in e answer that: 0.2433 -0.6406 -0.3788 0.1563 -0.1195 -0.0934 0.3986 0.4342

---

# C26H80O14

A 14-piece molecular cluster, C26H80O14 overall (the ωB97M-V functional and the def2-TZVPD basis, the OMol25 dataset).

- ΔE to the lowest compared entry with this formula, charge and spin: 0.0 kcal/mol
- LUMO level: 0.54 eV

```
! RIJCOSX wB97M-V def2-TZVPD def2/J DEFGRID3
* xyz 0 1
O 2.5845 2.0731 2.3904
H 2.2962 1.5468 1.6159
H 3.4258 1.6529 2.5384
O -0.7141 -1.3057 -4.2884
H -1.6478 -1.3175 -4.0375
H -0.1329 -1.5376 -3.5235
O -1.4762 -1.8920 -1.5601
H -2.4762 -2.0295 -1.5283
H -0.9804 -2.5255 -1.0446
O -4.4169 -0.1995 -0.1782
H -3.6073 -0.7308 0.1749
H -4.0579 0.6992 -0.0878
C 3.8931 -1.3402 5.0087
C 2.6785 -2.0257 4.2894
C 2.6216 -1.8724 2.7988
O 2.8066 -3.3699 4.6150
H 3.7904 -1.5636 6.0772
H 3.9358 -0.2516 4.7943
H 4.8052 -1.8134 4.6673
H 1.7131 -1.6792 4.7402
H 3.5183 -2.3750 2.3748
H 2.5243 -0.8736 2.4398
H 1.6946 -2.3799 2.4727
H 3.6701 -3.6730 4.9106
C 2.0080 -4.4299 -0.4082
C 1.9795 -2.9414 -0.8001
C 1.7224 -2.6458 -2.2415
O 1.0973 -2.2844 0.0738
H 1.0237 -4.7760 -0.4030
H 2.3265 -4.5960 0.5984
H 2.6675 -5.0620 -1.0549
H 2.9900 -2.5464 -0.6774
H 1.7568 -1.5597 -2.3029
H 0.7010 -2.9448 -2.6305
H 2.4736 -2.9816 -2.9088
H 1.5401 -1.4286 0.2895
C 0.7826 5.7800 2.6470
C 1.6530 5.8935 1.3417
C 2.9354 6.6099 1.8098
O 1.8622 4.6077 0.7654
H -0.2330 5.5607 2.2806
H 0.8390 6.7379 3.2436
H 1.0826 4.9428 3.2862
H 1.2002 6.5554 0.6057
H 2.7453 7.6199 2.0256
H 3.6832 6.6777 0.9395
H 3.3327 6.0930 2.7127
H 2.1107 3.9718 1.4874
C -3.8046 4.3520 -0.9719
C -3.2329 3.8683 0.4044
C -4.1085 4.4804 1.5148
O -3.2678 2.4368 0.5602
H -3.2637 3.9622 -1.8922
H -3.8380 5.4515 -0.9598
H -4.8381 4.0897 -1.1191
H -2.1887 4.2203 0.5371
H -5.1324 4.1909 1.4615
H -4.0753 5.5362 1.5529
H -3.7968 4.0839 2.4407
H -3.0383 2.1895 1.4330
C 2.1172 -1.7856 -7.3430
C 2.5777 -1.3491 -5.9317
C 3.9239 -0.6583 -5.9882
O 1.6903 -0.3392 -5.3844
H 1.1610 -2.3875 -7.2166
H 2.8215 -2.4988 -7.7931
H 1.9340 -1.0521 -8.1062
H 2.5835 -2.2686 -5.2865
H 3.9217 0.0640 -6.8182
H 4.7394 -1.3507 -6.2129
H 4.2058 -0.1791 -5.0277
H 0.8421 -0.8600 -5.3226
C -2.0743 -3.8899 2.5596
C -3.2765 -3.1867 1.9429
C -4.2691 -2.6696 2.9169
O -2.7191 -2.0373 1.1441
H -2.2992 -4.7344 3.1637
H -1.6697 -3.1156 3.2134
H -1.2700 -4.2027 1.8770
H -3.6791 -3.8765 1.2106
H -3.8078 -2.2102 3.7210
H -4.8446 -3.5313 3.1962
H -4.8613 -2.0801 2.2738
H -1.7984 -2.1878 1.0686
C -5.3695 -3.7503 -1.1056
C -5.3352 -2.5847 -2.0603
O -4.0973 -1.9381 -2.1538
H -4.6100 -4.5139 -1.2058
H -6.3147 -4.3176 -1.0476
H -5.2535 -3.3643 -0.1257
H -6.1339 -1.8708 -1.8985
H -5.5811 -2.9579 -3.0634
H -4.3024 -1.1564 -1.6226
C 4.6092 -0.0773 -0.3301
C 3.4001 0.8183 -0.6808
O 2.2598 0.3914 0.0154
H 5.5075 0.5180 -0.4988
H 4.8341 -0.9552 -0.9078
H 4.4677 -0.4435 0.7029
H 3.2867 0.7794 -1.7913
H 3.6847 1.8064 -0.4641
H 1.4264 0.7112 -0.3827
C 0.1986 2.5033 -2.3793
C -0.8550 1.5843 -1.6360
O -0.3262 0.6244 -0.7806
H -0.4020 3.4001 -2.5720
H 0.5011 2.1219 -3.3876
H 1.1915 2.7068 -1.8855
H -1.4321 1.1418 -2.4350
H -1.5113 2.2657 -1.0859
H -0.7453 -0.2381 -0.9103
C -0.0347 0.7911 3.9679
C -0.5703 0.8132 2.5874
O -2.0258 0.7468 2.5172
H -0.2509 -0.1545 4.3722
H -0.6271 1.4680 4.5386
H 1.0086 1.0330 3.9829
H -0.1394 0.0001 2.0089
H -0.2480 1.7080 1.9962
H -2.3021 -0.1552 2.5634
*
```

Atomic partial charges in e from the Mulliken method, atoms 1 to 99: -0.7174 0.0760 0.3677 -0.7351 0.2474 0.2656 -0.4639 0.2241 0.0587 -0.7381 0.2252 0.4481 -1.4370 0.7147 0.0396 -0.5741 0.4306 0.2517 0.4326 -0.0468 0.1896 -0.3422 -0.0387 0.3729 -1.8821 1.3371 -1.7085 0.7454 0.4436 0.4090 0.3162 -0.1714 0.4754 0.3516 0.5231 -0.7349 -1.0302 0.3511 -1.4178 -0.3847 0.0979 0.3597 0.3494 0.4129 0.4900 0.2938 0.2802 0.2791 -1.3436 0.9694 -1.7868 -0.3426 0.2275 0.4074 0.3579 -0.0202 0.3815 0.4800 0.4506 0.0495 -1.4005 1.1402 -1.3991 -0.4846 0.3153 0.3867 0.3572 -0.1007 0.3213 0.4019 0.2504 0.2962 -1.6366 0.8110 -1.6508 0.4875 0.4208 0.3138 0.3576 0.2522 0.4363 0.4813 0.3800 -0.4121 -0.8045 -0.4128 -0.4123 0.2547 0.4462 -0.0231 0.3434 0.3357 0.3619 -1.1852 -0.1639 0.4738 0.4125 0.3200 0.1183

---

# C27H81InN13O5P4S

C27H81InN13O5P4S as an isolated structure (the ωB97M-V functional and the def2-TZVPD basis, the OMol25 dataset).

- LUMO level: 0.22 eV

```
! RIJCOSX wB97M-V def2-TZVPD def2/J DEFGRID3
* xyz -1 1
N 1.8907 -0.9377 5.8130
C 1.5656 0.4693 6.0849
O 2.3056 1.3412 5.5545
C 0.3390 0.9919 6.9406
C -0.4463 -0.1430 7.7493
In -1.9603 -1.2755 6.4515
S -3.4114 0.5404 5.4268
H 1.8359 -1.4339 6.7135
H 1.1744 -1.2754 5.1537
H -0.4091 1.4822 6.2182
H 0.6891 1.8046 7.6506
H -1.0981 0.4087 8.5202
H 0.2434 -0.8730 8.3010
H -1.1136 -2.2162 5.1755
H -3.0268 -2.3109 7.4878
H -2.8166 1.7771 5.6761
O 1.8055 5.0831 1.9696
P 2.5472 3.8704 1.3854
N 3.8033 3.9362 2.5802
C 5.1978 3.5565 2.4250
C 3.3566 3.6068 3.9394
N 3.0613 4.7577 -0.0205
C 4.4497 4.9806 -0.3862
C 2.3117 5.9711 -0.3543
N 3.2843 2.4133 0.6869
C 2.7800 2.0887 -0.6745
C 2.9798 1.1949 1.4794
H 5.3493 2.4721 2.3580
H 5.7835 3.9076 3.2836
H 5.6779 4.0185 1.5680
H 3.1559 2.5390 4.0541
H 2.4411 4.1377 4.2026
H 4.1022 3.8810 4.6942
H 4.9446 5.6820 0.2952
H 4.5239 5.3944 -1.3980
H 5.0141 4.0480 -0.4380
H 2.5926 6.8115 0.2915
H 1.2366 5.7989 -0.2756
H 2.4860 6.2623 -1.3958
H 1.6896 1.9930 -0.6815
H 3.2163 1.1508 -1.0332
H 3.0591 2.8318 -1.4198
H 1.9038 1.0822 1.6407
H 3.4708 1.2042 2.4521
H 3.3520 0.2973 0.9790
O -5.4954 -4.2124 5.2966
P -6.0600 -4.3174 3.8736
N -7.1005 -2.9423 4.0783
C -8.3972 -2.7113 3.4639
C -6.3911 -1.6650 4.2119
N -6.9574 -5.7613 4.2477
C -8.4013 -5.8773 4.1478
C -6.5278 -6.5278 5.4206
N -6.5918 -4.4731 2.1856
C -6.2535 -5.7868 1.5763
C -5.9286 -3.4885 1.2947
H -8.3370 -2.4779 2.3933
H -8.8995 -1.8641 3.9469
H -9.0883 -3.5384 3.5910
H -5.9638 -1.3334 3.2564
H -5.5706 -1.7303 4.9270
H -7.0496 -0.8660 4.5686
H -8.9133 -5.3018 4.9267
H -8.7139 -6.9233 4.2496
H -8.7679 -5.5821 3.1628
H -6.8656 -6.0633 6.3542
H -5.4416 -6.6316 5.4414
H -6.9189 -7.5504 5.3821
H -5.1807 -5.9915 1.6491
H -6.5437 -5.8100 0.5206
H -6.7882 -6.6193 2.0311
H -4.8401 -3.5291 1.3950
H -6.2521 -2.4682 1.4987
H -6.1878 -3.6679 0.2479
O 6.7432 5.1865 -3.1535
P 7.8429 6.0100 -3.8412
N 8.6402 4.6003 -4.4707
C 10.0620 4.4202 -4.7178
C 7.8742 3.8835 -5.4919
N 8.5817 6.4446 -2.3297
C 9.9470 6.1125 -1.9593
C 7.7523 6.3334 -1.1253
N 9.0208 7.0506 -4.6700
C 9.0252 8.4526 -4.1720
C 8.7283 7.1891 -6.1177
H 10.4291 4.9863 -5.5828
H 10.2818 3.3632 -4.9121
H 10.6826 4.6685 -3.8634
H 7.8524 4.4272 -6.4464
H 6.8394 3.7294 -5.1836
H 8.2901 2.8903 -5.6926
H 10.0693 5.0418 -1.7642
H 10.2436 6.6503 -1.0519
H 10.6663 6.4399 -2.7126
H 7.6590 5.2932 -0.7929
H 6.7578 6.7484 -1.2975
H 8.1748 6.9213 -0.3041
H 8.0277 8.8988 -4.2332
H 9.7198 9.0661 -4.7549
H 9.3706 8.5371 -3.1433
H 7.6960 7.5099 -6.2875
H 8.8897 6.2578 -6.6597
H 9.3987 7.9135 -6.5868
O -3.8115 -5.1298 -2.3388
P -4.3396 -5.2460 -3.7767
N -5.3802 -3.8649 -3.6100
C -6.6601 -3.6334 -4.2609
C -4.6699 -2.5921 -3.4662
N -5.2507 -6.6815 -3.4155
C -6.6929 -6.7934 -3.5527
C -4.8545 -7.4392 -2.2250
N -4.8267 -5.4128 -5.4772
C -4.4772 -6.7336 -6.0662
C -4.1375 -4.4380 -6.3579
H -6.5704 -3.4083 -5.3307
H -7.1719 -2.7810 -3.7977
H -7.3571 -4.4568 -4.1462
H -4.2140 -2.2669 -4.4113
H -3.8702 -2.6591 -2.7276
H -5.3348 -1.7884 -3.1324
H -7.2230 -6.2097 -2.7926
H -7.0116 -7.8369 -3.4506
H -7.0325 -6.5054 -4.5494
H -5.2148 -6.9648 -1.3051
H -3.7696 -7.5468 -2.1746
H -5.2459 -8.4611 -2.2613
H -3.4079 -6.9435 -5.9640
H -4.7401 -6.7631 -7.1286
H -5.0280 -7.5582 -5.6173
H -3.0519 -4.4812 -6.2287
H -4.4627 -3.4150 -6.1710
H -4.3699 -4.6250 -7.4092
*
```

Atomic partial charges in e from the Mulliken method, atoms 1 to 99: -0.5924 0.1579 -0.5016 0.0001 -1.1136 0.7247 -0.6007 0.3332 0.2828 0.0370 0.2904 0.2885 0.2820 -0.3627 -0.2931 0.0220 -0.7999 0.8256 0.0436 -0.5237 -1.1659 0.2251 -1.4938 -1.0763 -0.0615 -1.0446 -1.1235 0.2376 0.4071 0.0182 0.5474 0.2427 0.3334 0.3948 0.6084 0.3943 0.3354 0.3356 0.3059 0.3625 0.3935 0.3009 0.3934 0.2591 0.4099 -0.7387 0.8420 0.0512 -0.7630 -0.9590 0.1921 -1.3066 -1.0134 -0.0234 -0.9271 -1.1527 0.2518 0.3918 0.1881 0.2643 0.2393 0.3322 0.3208 0.4479 0.3690 0.3096 0.3316 0.3088 0.3940 0.2043 0.3413 0.3948 0.2285 0.4116 -0.7716 0.8600 0.0528 -0.7615 -1.0126 0.1927 -1.2578 -1.1368 -0.0831 -1.0241 -1.1247 0.2624 0.3908 0.1830 0.2633 0.2440 0.3910 0.3195 0.4222 0.3931 0.3923 0.2962 0.3581 0.3725 0.3926

---

Number 1: E -1073.70564 Ha. Number 2: E -2091.87233 Ha. Number 3: E -4118.74272 Ha.